# 1
{
  "formula": "C33H34FN2O6PPdSi",
  "method": "wB97M-V/def2-TZVPD",
  "lumo_ha": [-0.0137, -0.0972],
  "s2": 6.02,
  "mol_weight_g_mol": 739.12,
  "spin_multiplicity": 5,
  "e_above_lowest_ev": 0.679,
  "symbols": ["Pd", "O", "C", "O", "C", "P", "C", "C", "C", "C", "C", "C", "C", "C", "C", "C", "C", "C", "H", "H", "H", "H", "H", "H", "H", "H", "H", "H", "H", "H", "C", "C", "C", "C", "C", "C", "C", "F", "C", "C", "C", "O", "C", "C", "N", "C", "C", "O", "O", "H", "H", "H", "H", "H", "H", "H", "H", "H", "H", "H", "O", "C", "N", "C", "Si", "C", "C", "C", "H", "H", "H", "H", "H", "H", "H", "H", "H", "H", "H"],
  "coordinates": [[1.578, 0.081, 1.336], [3.712, 2.098, 4.261], [3.133, 1.845, 3.225], [3.110, 0.694, 2.633], [2.404, 2.981, 2.479], [0.858, 2.378, 1.740], [-0.349, 2.290, 3.082], [0.025, 2.438, 4.414], [-0.920, 2.274, 5.419], [-2.233, 1.969, 5.101], [-2.608, 1.816, 3.771], [-1.669, 1.965, 2.768], [0.297, 3.715, 0.655], [-0.730, 4.587, 1.001], [-1.078, 5.623, 0.147], [-0.404, 5.798, -1.053], [0.627, 4.934, -1.401], [0.970, 3.895, -0.552], [3.038, 3.280, 1.638], [2.260, 3.850, 3.119], [1.049, 2.658, 4.687], [-0.619, 2.381, 6.453], [-2.966, 1.843, 5.887], [-3.631, 1.567, 3.519], [-1.959, 1.818, 1.733], [-1.259, 4.462, 1.938], [-1.878, 6.296, 0.424], [-0.680, 6.606, -1.717], [1.158, 5.065, -2.334], [1.775, 3.222, -0.828], [-1.888, -6.298, -1.282], [-2.745, -5.041, -1.269], [-3.555, -4.927, -2.551], [-4.440, -3.695, -2.515], [-3.602, -2.472, -2.278], [-3.999, -1.238, -2.740], [-3.211, -0.116, -2.514], [-3.645, 1.065, -2.988], [-2.028, -0.185, -1.836], [-1.604, -1.431, -1.358], [-0.354, -1.480, -0.588], [0.323, -0.441, -0.468], [-0.017, -2.767, -0.073], [-0.806, -3.844, -0.380], [-1.932, -3.806, -1.095], [-2.381, -2.575, -1.582], [1.175, -3.098, 0.766], [1.768, -4.149, 0.633], [1.557, -2.240, 1.693], [-2.518, -7.135, -1.582], [-1.472, -6.548, -0.309], [-1.074, -6.209, -2.002], [-3.436, -5.080, -0.419], [-4.152, -5.832, -2.662], [-2.870, -4.880, -3.403], [-5.175, -3.796, -1.711], [-5.000, -3.586, -3.444], [-4.927, -1.128, -3.288], [-1.415, 0.688, -1.665], [-0.497, -4.808, -0.008], [-1.616, -2.586, 2.759], [-0.839, -1.707, 2.628], [-0.069, -0.793, 2.513], [4.599, 2.060, -0.989], [3.900, 0.454, -1.665], [5.160, -0.399, -2.777], [2.349, 0.767, -2.682], [3.549, -0.719, -0.267], [5.086, 2.644, -1.773], [5.334, 1.870, -0.205], [3.814, 2.685, -0.554], [5.492, 0.280, -3.566], [4.716, -1.274, -3.255], [6.041, -0.730, -2.226], [2.622, 1.102, -3.686], [1.699, 1.525, -2.241], [1.755, -0.143, -2.776], [4.112, -0.694, 0.663], [3.205, -1.718, -0.526]],
  "forces_ev_per_angstrom": [[-0.46, 0.56, -0.05], [-0.04, 0.04, 0.01], [0.10, 0.00, -0.07], [0.03, -0.12, 0.13], [-0.07, 0.10, 0.01], [0.16, -0.29, 0.20], [0.00, 0.05, 0.00], [0.02, -0.02, -0.01], [-0.01, 0.00, 0.01], [-0.01, 0.01, 0.01], [-0.02, -0.01, 0.02], [0.01, -0.03, -0.03], [0.05, -0.05, -0.08], [-0.06, 0.03, 0.04], [0.00, 0.02, -0.04], [0.00, 0.00, 0.02], [-0.01, 0.01, -0.01], [0.03, -0.03, -0.04], [0.01, -0.02, 0.03], [0.00, -0.02, 0.00], [0.01, 0.01, -0.02], [-0.01, 0.00, 0.01], [0.00, -0.01, 0.01], [-0.01, 0.00, 0.00], [0.01, 0.00, 0.00], [0.03, 0.01, -0.03], [0.00, 0.01, -0.01], [0.00, 0.01, 0.00], [0.00, 0.00, 0.00], [-0.08, 0.01, 0.01], [-0.03, 0.00, 0.01], [-0.01, 0.03, 0.03], [0.00, -0.03, 0.00], [-0.01, -0.02, 0.00], [0.03, 0.07, 0.00], [0.02, -0.03, 0.01], [0.04, 0.00, 0.02], [0.00, 0.03, 0.00], [-0.05, -0.04, -0.06], [0.00, 0.05, 0.01], [0.04, -0.07, -0.05], [-0.04, 0.03, 0.17], [-0.10, -0.02, 0.01], [0.07, 0.00, 0.09], [0.00, 0.02, -0.07], [0.00, 0.01, 0.06], [0.23, 0.23, 0.34], [-0.04, -0.02, -0.12], [-0.16, -0.28, -0.23], [0.00, 0.00, 0.00], [0.01, 0.01, 0.01], [0.01, 0.01, -0.01], [-0.02, -0.03, -0.03], [-0.01, 0.01, 0.02], [0.00, 0.00, 0.00], [0.00, -0.01, -0.01], [0.01, 0.00, 0.00], [-0.01, -0.01, 0.00], [0.00, 0.01, 0.01], [0.01, -0.01, 0.00], [0.03, 0.04, 0.00], [-0.21, -0.13, 0.04], [0.36, 0.00, -0.24], [-0.06, -0.03, -0.03], [-0.10, -0.02, 0.03], [-0.06, 0.10, 0.03], [0.12, 0.07, -0.02], [0.42, -0.17, -0.29], [-0.01, 0.01, -0.02], [0.02, -0.02, 0.00], [0.05, -0.03, 0.01], [-0.01, 0.01, -0.01], [-0.01, -0.02, 0.01], [0.01, 0.01, 0.04], [-0.01, 0.01, 0.00], [0.00, -0.05, 0.04], [0.02, -0.04, -0.02], [-0.10, 0.02, 0.06], [-0.11, 0.01, 0.10]],
  "mulliken_charge": [-0.40, -0.68, 0.40, -0.56, -1.33, 2.41, 0.24, -0.57, -0.70, -0.55, -0.69, -0.33, 0.44, -0.68, -0.69, -0.57, -0.70, 0.17, 0.64, 0.46, 0.30, 0.41, 0.38, 0.41, 0.55, 0.39, 0.43, 0.39, 0.46, -0.16, -1.80, 0.55, -1.00, -1.10, 1.26, -0.77, 0.06, -0.37, -1.43, 0.66, 0.76, 0.35, -0.16, -0.27, 0.25, -0.47, 0.01, -0.63, -0.49, 0.44, 0.52, 0.38, 0.14, 0.38, 0.33, 0.33, 0.46, 0.52, 0.85, 0.53, -0.59, 0.81, -0.51, -0.82, 0.24, -1.12, -0.73, -0.98, 0.37, 0.35, 0.13, 0.30, 0.29, 0.33, 0.50, 0.11, 0.11, 0.56, 0.54]
}


# 2
{
  "formula": "C33H34N2P2RhSSe",
  "method": "wB97M-V/def2-TZVPD",
  "total_charge": 1,
  "lumo_ha": [-0.0974, -0.1814],
  "s2": 6.04,
  "mol_weight_g_mol": 734.53,
  "spin_multiplicity": 5,
  "symbols": ["Rh", "C", "C", "P", "C", "C", "C", "C", "C", "C", "C", "C", "C", "C", "C", "C", "C", "P", "C", "C", "C", "C", "C", "C", "C", "C", "C", "C", "C", "C", "H", "H", "H", "H", "H", "H", "H", "H", "H", "H", "H", "H", "H", "H", "H", "H", "H", "H", "H", "H", "H", "H", "H", "H", "H", "H", "Se", "C", "C", "C", "C", "N", "C", "S", "N", "C", "H", "H", "H", "H", "H", "H", "H", "H"],
  "coordinates": [[1.146, 0.455, 0.300], [-1.090, -1.836, 2.077], [-0.546, -0.828, 3.103], [0.256, 0.674, 2.418], [1.438, 1.155, 3.708], [2.781, 0.801, 3.585], [3.677, 1.101, 4.605], [3.236, 1.758, 5.745], [1.897, 2.111, 5.875], [1.000, 1.808, 4.861], [-0.998, 1.999, 2.449], [-0.593, 3.281, 2.064], [-1.496, 4.331, 2.026], [-2.825, 4.115, 2.375], [-3.237, 2.854, 2.774], [-2.327, 1.802, 2.816], [-1.890, -1.186, 0.929], [-0.716, -0.862, -0.436], [-1.562, 0.266, -1.581], [-1.598, 0.079, -2.960], [-2.187, 1.035, -3.778], [-2.734, 2.187, -3.230], [-2.692, 2.389, -1.857], [-2.105, 1.436, -1.037], [-0.654, -2.495, -1.227], [-1.780, -2.933, -1.937], [-1.819, -4.211, -2.469], [-0.745, -5.076, -2.281], [0.356, -4.661, -1.550], [0.404, -3.374, -1.023], [-1.701, -2.577, 2.592], [-0.242, -2.391, 1.668], [0.216, -1.297, 3.726], [-1.331, -0.492, 3.780], [3.127, 0.284, 2.698], [4.719, 0.824, 4.505], [3.935, 1.999, 6.536], [1.554, 2.624, 6.764], [-0.040, 2.097, 4.965], [0.441, 3.468, 1.800], [-1.164, 5.317, 1.728], [-3.534, 4.933, 2.348], [-4.267, 2.681, 3.060], [-2.679, 0.831, 3.139], [-2.345, -0.244, 1.233], [-2.692, -1.825, 0.563], [-1.160, -0.805, -3.405], [-2.214, 0.878, -4.849], [-3.192, 2.927, -3.874], [-3.114, 3.287, -1.422], [-2.075, 1.613, 0.031], [-2.634, -2.280, -2.076], [-2.691, -4.536, -3.022], [-0.778, -6.076, -2.695], [1.182, -5.339, -1.377], [1.260, -3.063, -0.438], [2.564, 2.292, 0.456], [2.597, -2.901, -4.593], [2.426, -1.744, -3.671], [1.826, -0.546, -3.939], [1.663, 0.431, -2.960], [2.024, 0.098, -1.631], [2.643, -1.036, -1.374], [2.974, -1.359, 0.286], [2.930, -1.910, -2.357], [1.181, 1.818, -3.197], [2.296, -2.628, -5.603], [1.993, -3.758, -4.277], [3.640, -3.231, -4.633], [1.485, -0.352, -4.950], [3.419, -2.754, -2.104], [0.846, 1.941, -4.226], [1.970, 2.556, -3.013], [0.344, 2.070, -2.536]],
  "forces_ev_per_angstrom": [[0.07, 0.04, -0.52], [0.03, 0.17, 0.03], [-0.08, -0.06, -0.13], [0.17, 0.07, -0.15], [-0.01, -0.01, 0.09], [0.05, -0.02, 0.11], [-0.09, 0.00, -0.05], [-0.01, -0.01, 0.00], [0.01, -0.03, -0.06], [0.00, 0.03, 0.02], [0.00, 0.03, 0.04], [-0.08, 0.02, -0.01], [0.00, -0.07, 0.02], [0.01, 0.01, 0.00], [0.04, -0.05, -0.01], [-0.06, 0.06, 0.00], [0.16, -0.02, 0.05], [-0.16, 0.13, 0.16], [-0.09, 0.05, 0.08], [0.01, 0.01, -0.06], [0.02, -0.03, 0.04], [0.00, 0.00, -0.02], [0.06, -0.08, 0.01], [-0.05, 0.03, -0.08], [-0.10, -0.03, -0.09], [0.03, -0.04, 0.00], [0.03, 0.01, 0.02], [-0.02, 0.02, 0.00], [0.00, 0.04, 0.01], [-0.02, -0.02, -0.01], [-0.05, 0.05, 0.06], [0.00, -0.05, -0.05], [0.03, -0.05, -0.01], [-0.02, -0.04, 0.09], [0.00, 0.00, -0.01], [-0.04, 0.01, -0.01], [-0.03, -0.01, -0.03], [0.01, -0.02, -0.04], [0.02, -0.01, -0.01], [0.03, -0.01, -0.01], [0.00, -0.03, 0.01], [0.02, -0.02, -0.01], [0.03, 0.01, -0.01], [0.00, 0.02, 0.00], [-0.03, 0.01, 0.04], [0.01, -0.08, -0.01], [-0.01, 0.00, 0.02], [0.00, 0.00, 0.02], [0.01, -0.01, 0.02], [0.02, -0.03, -0.01], [0.01, 0.01, 0.02], [0.04, 0.02, 0.01], [0.04, 0.01, 0.02], [0.00, 0.02, 0.02], [-0.01, 0.01, 0.00], [-0.02, -0.02, 0.02], [0.01, -0.09, 0.12], [0.05, 0.04, 0.02], [0.15, -0.22, 0.19], [-0.08, 0.21, -0.07], [0.11, -0.16, 0.34], [-0.36, -0.05, -0.24], [0.08, 0.19, -0.02], [-0.03, 0.05, 0.07], [0.09, -0.08, -0.18], [0.00, 0.05, 0.06], [-0.01, 0.00, 0.03], [0.00, 0.03, 0.01], [-0.03, 0.03, 0.01], [0.00, 0.01, 0.06], [0.00, -0.01, -0.04], [0.00, -0.02, 0.02], [0.01, -0.05, 0.01], [0.02, 0.01, 0.01]],
  "mulliken_charge": [-0.19, -0.94, -1.23, 1.37, 0.61, -0.29, -0.77, -0.53, -0.71, -0.51, 0.78, -0.62, -0.83, -0.57, -0.75, -0.23, -0.85, 0.61, 0.80, -0.37, -0.90, -0.72, -0.66, -0.09, 0.79, -0.75, -0.79, -0.68, -0.92, -0.01, 0.45, 0.18, 0.74, 0.51, 0.17, 0.44, 0.40, 0.43, 0.38, 0.24, 0.46, 0.43, 0.46, 0.25, 0.56, 0.86, 0.56, 0.46, 0.40, 0.49, -0.18, 0.48, 0.45, 0.42, 0.48, 0.43, -0.09, -1.46, 0.57, -0.70, 0.31, 0.24, 0.01, -0.38, 0.09, -1.26, 0.39, 0.28, 0.36, 0.42, 0.35, 0.36, 0.33, 0.21]
}


# 3
{
  "formula": "C33H34N7PRuS2",
  "method": "wB97M-V/def2-TZVPD",
  "total_charge": 4,
  "lumo_ha": [-0.4949, -0.4948],
  "mol_weight_g_mol": 724.86,
  "spin_multiplicity": 1,
  "e_above_lowest_ev": 0.000,
  "symbols": ["Ru", "N", "C", "C", "C", "C", "C", "C", "P", "C", "C", "C", "C", "C", "C", "C", "C", "C", "C", "C", "C", "H", "H", "H", "H", "H", "H", "H", "H", "H", "H", "H", "H", "H", "H", "H", "H", "S", "C", "N", "C", "C", "C", "C", "H", "H", "H", "H", "H", "C", "C", "C", "N", "H", "H", "H", "H", "H", "N", "C", "C", "N", "C", "H", "H", "H", "H", "S", "C", "N", "C", "C", "C", "N", "H", "H", "H", "H"],
  "coordinates": [[-0.799, 0.043, 0.584], [-1.831, -0.979, 2.213], [-1.090, -2.038, 2.909], [-1.339, -2.351, 4.227], [-0.612, -3.379, 4.824], [0.341, -4.079, 4.098], [0.584, -3.754, 2.769], [-0.140, -2.727, 2.176], [0.041, -2.171, 0.485], [-1.400, -2.732, -0.409], [-1.922, -1.861, -1.377], [-3.081, -2.203, -2.072], [-3.699, -3.416, -1.805], [-3.175, -4.284, -0.847], [-2.035, -3.942, -0.133], [1.554, -2.859, -0.150], [2.756, -2.511, 0.477], [3.931, -3.124, 0.081], [3.910, -4.062, -0.948], [2.718, -4.397, -1.574], [1.533, -3.781, -1.196], [-2.179, -0.310, 2.895], [-2.651, -1.391, 1.766], [-2.091, -1.813, 4.795], [-0.796, -3.629, 5.860], [0.904, -4.872, 4.571], [1.333, -4.296, 2.204], [-1.383, -0.953, -1.646], [-3.472, -1.547, -2.839], [-4.588, -3.697, -2.355], [-3.655, -5.236, -0.662], [-1.638, -4.617, 0.616], [2.760, -1.784, 1.284], [4.864, -2.881, 0.574], [4.832, -4.531, -1.267], [2.708, -5.149, -2.352], [0.607, -4.034, -1.697], [0.026, 1.058, -1.401], [1.619, 1.801, -1.354], [1.874, 2.803, -2.221], [3.096, 3.336, -2.371], [4.160, 2.869, -1.631], [3.926, 1.855, -0.713], [2.650, 1.320, -0.570], [1.105, 3.201, -2.791], [3.192, 4.137, -3.091], [5.146, 3.289, -1.771], [4.744, 1.476, -0.112], [2.448, 0.512, 0.118], [2.486, 1.322, 4.793], [2.134, 2.199, 3.576], [1.226, 1.528, 2.646], [0.526, 0.962, 1.938], [3.135, 1.895, 5.451], [3.016, 0.421, 4.488], [1.594, 1.039, 5.350], [3.041, 2.471, 3.031], [1.658, 3.128, 3.896], [-4.479, 2.133, 0.859], [-3.711, 2.972, 1.631], [-2.446, 2.489, 1.555], [-2.443, 1.369, 0.730], [-3.698, 1.179, 0.340], [-5.479, 2.204, 0.734], [-4.115, 3.817, 2.163], [-1.547, 2.862, 2.012], [-4.047, 0.398, -0.318], [-1.739, 2.999, -2.131], [-1.269, 3.768, -3.604], [-2.228, 4.381, -4.341], [-1.955, 5.035, -5.492], [-0.667, 5.075, -5.941], [0.282, 4.420, -5.165], [-0.008, 3.780, -4.026], [-3.184, 4.355, -4.003], [-2.789, 5.489, -6.013], [-0.404, 5.583, -6.858], [1.323, 4.414, -5.468]],
  "forces_ev_per_angstrom": [[0.00, 0.47, -1.27], [0.56, 0.00, -0.33], [-0.12, 0.09, 0.18], [-0.14, 0.04, 0.11], [0.00, 0.03, -0.05], [0.04, 0.00, 0.01], [-0.03, -0.11, 0.05], [0.19, -0.07, -0.14], [0.56, 0.47, 0.49], [0.06, 0.08, -0.21], [-0.13, 0.03, 0.17], [0.01, 0.07, 0.09], [0.00, 0.01, -0.01], [0.00, -0.01, 0.04], [-0.15, 0.03, -0.05], [-0.01, 0.16, -0.24], [0.01, -0.04, -0.02], [0.01, 0.09, -0.05], [0.02, 0.00, 0.02], [-0.02, 0.01, -0.08], [0.07, -0.05, 0.10], [0.01, 0.13, -0.01], [-0.12, -0.04, 0.09], [0.02, -0.02, 0.00], [0.00, 0.00, -0.01], [-0.02, 0.00, -0.02], [-0.02, 0.02, 0.00], [0.01, -0.13, -0.15], [-0.01, -0.02, 0.02], [0.03, -0.02, 0.01], [-0.01, 0.03, -0.01], [-0.01, 0.02, -0.01], [0.01, -0.09, 0.06], [0.00, 0.00, -0.02], [-0.01, -0.05, 0.06], [0.01, 0.05, -0.05], [0.00, -0.04, 0.05], [-0.86, -0.53, 0.67], [0.21, 0.57, 0.10], [0.38, -0.07, 0.38], [-0.14, -0.02, -0.02], [0.10, -0.12, 0.13], [0.08, 0.04, -0.13], [-0.19, -0.21, 0.08], [-0.09, -0.08, -0.40], [-0.05, 0.01, 0.02], [-0.03, 0.03, 0.00], [-0.03, -0.02, -0.01], [0.04, -0.02, 0.00], [-0.07, -0.06, -0.10], [0.02, -0.05, 0.22], [0.25, 0.03, 0.31], [-0.93, -0.48, -0.94], [0.00, 0.01, 0.00], [-0.01, 0.01, 0.01], [0.01, 0.03, -0.01], [-0.05, 0.02, -0.10], [-0.04, 0.01, -0.06], [-0.05, 0.07, 0.05], [0.01, 0.00, 0.02], [-0.13, -0.14, -0.24], [0.11, 0.37, 0.77], [0.15, 0.06, -0.04], [0.00, 0.01, -0.04], [-0.05, -0.05, -0.05], [-0.01, 0.00, 0.00], [-0.02, -0.01, 0.07], [0.57, -0.49, 0.65], [0.28, -0.25, -0.13], [0.00, -0.01, 0.05], [-0.17, 0.00, 0.02], [0.15, -0.05, -0.06], [0.02, -0.07, 0.08], [-0.17, 0.35, -0.17], [-0.06, 0.00, -0.05], [-0.03, 0.01, 0.08], [-0.01, 0.01, 0.00], [-0.02, -0.03, -0.01]],
  "mulliken_charge": [0.93, -0.29, 0.29, -0.65, -0.73, -0.83, -0.72, -0.36, 2.51, 0.17, 0.00, -0.94, -0.61, -0.71, -0.60, 0.46, -0.34, -0.96, -0.63, -0.78, -0.57, 0.40, 0.33, 0.51, 0.47, 0.51, 0.55, 0.36, 0.53, 0.47, 0.47, 0.53, 0.64, 0.49, 0.46, 0.47, 0.45, -0.41, 1.05, 0.38, 0.06, -0.94, -0.52, -0.33, 0.14, 0.42, 0.47, 0.55, 0.34, -1.19, -0.36, 0.36, -0.64, 0.38, 0.34, 0.37, 0.29, 0.34, -0.04, -0.76, -0.73, 0.91, -0.73, 0.27, 0.44, 0.52, 0.50, -0.31, 0.18, -0.01, 0.04, -0.87, 0.07, -0.50, 0.28, 0.46, 0.45, 0.44]
}